Entry 1:
{
  "formula": "C3H2N2O2",
  "method": "ωB97M-V with the def2-TZVPD basis set",
  "symbols": ["O", "C", "N", "C", "C", "N", "O", "H", "H"],
  "xyz": [[2.6295, -0.7214, 0.0701], [1.4982, -0.3578, 0.0290], [0.3887, -1.2109, -0.1280], [-0.8103, -0.7178, 0.0043], [-1.0307, 0.7239, 0.1068], [-0.0426, 1.5175, -0.0765], [1.2151, 1.0142, -0.0007], [-1.7545, -1.2480, -0.1121], [-2.0934, 1.0002, 0.1070]],
  "relative_energy_kcal_mol": 52.0,
  "e_tot_ha": -375.42863,
  "homo_lumo_gap_ev": 9.35,
  "smiles": "O=c1nccno1"
}

---

Entry 2:
{
  "formula": "C32H79BN5O17",
  "method": "ωB97M-V with the def2-TZVPD basis set",
  "symbols": ["O", "C", "O", "B", "O", "C", "O", "O", "C", "O", "C", "O", "O", "C", "C", "C", "O", "C", "N", "H", "H", "H", "H", "H", "H", "H", "H", "H", "H", "H", "C", "C", "C", "O", "C", "N", "H", "H", "H", "H", "H", "H", "H", "H", "H", "H", "H", "C", "C", "C", "O", "C", "N", "H", "H", "H", "H", "H", "H", "H", "H", "H", "H", "H", "C", "C", "C", "O", "C", "N", "H", "H", "H", "H", "H", "H", "H", "H", "H", "H", "H", "C", "C", "C", "O", "C", "N", "H", "H", "H", "H", "H", "H", "H", "H", "H", "H", "H", "C", "C", "O", "H", "H", "H", "H", "H", "H", "C", "C", "O", "H", "H", "H", "H", "H", "H", "C", "C", "O", "H", "H", "H", "H", "H", "H", "C", "C", "O", "H", "H", "H", "H", "H", "H"],
  "xyz": [[-2.5790, 3.1617, 1.7539], [-1.6946, 2.4018, 1.4666], [-1.5605, 1.7482, 0.3687], [-0.1819, 1.1627, 0.2588], [0.2441, 0.9729, 1.6531], [-0.5096, 1.8273, 2.3431], [-0.4029, 2.0719, 3.5807], [0.5988, 1.9126, -0.7649], [1.0717, 1.0745, -1.6657], [1.9213, 1.2868, -2.5410], [0.5659, -0.3232, -1.2871], [-0.2490, -0.1836, -0.3210], [0.7025, -1.3902, -1.9024], [4.7749, 0.0813, -0.3555], [5.0648, -1.3846, -0.2288], [3.8637, -2.2690, -0.5095], [4.2632, -3.6677, -0.6020], [3.0278, -4.4892, -0.6292], [6.1186, -1.8035, -1.1300], [4.0866, 0.4393, 0.4101], [4.2795, 0.2548, -1.3107], [5.6735, 0.6982, -0.3607], [5.5717, -1.6516, 0.6985], [3.4285, -1.8589, -1.4209], [3.1203, -2.0870, 0.2666], [3.2686, -5.3557, -1.2451], [2.1256, -4.0395, -1.0438], [2.6750, -4.8393, 0.3408], [6.8869, -1.1525, -1.0516], [5.7413, -1.3478, -1.9485], [1.7757, -6.1910, -7.7396], [2.5611, -5.0541, -7.0083], [2.0270, -4.7289, -5.5682], [2.6582, -3.4686, -5.2608], [1.9333, -2.6957, -4.3450], [4.0030, -5.3147, -7.1301], [0.7416, -5.8664, -7.8553], [1.6885, -7.1143, -7.1668], [2.1322, -6.4898, -8.7254], [2.3749, -4.1890, -7.6447], [2.2968, -5.4684, -4.8143], [0.9461, -4.6575, -5.6893], [1.7029, -3.1936, -3.4031], [0.9416, -2.4689, -4.7364], [2.4694, -1.7791, -4.0989], [4.0880, -6.0497, -6.4426], [4.0087, -5.9651, -7.9028], [-0.1758, -4.9044, 1.8540], [-1.4924, -4.3214, 1.3297], [-1.4353, -3.0168, 0.5414], [-2.8103, -2.6553, 0.1550], [-3.4788, -1.7900, 1.0610], [-2.1285, -5.3347, 0.5473], [0.2844, -4.1769, 2.5226], [0.5468, -5.1317, 1.0703], [-0.2422, -5.7541, 2.5335], [-2.0638, -3.9737, 2.1903], [-0.8664, -3.1464, -0.3792], [-0.8800, -2.2526, 1.0852], [-2.8921, -0.9501, 1.4331], [-3.7512, -2.3613, 1.9484], [-4.4666, -1.5890, 0.6464], [-2.7005, -4.7977, -0.0888], [-2.7834, -5.8603, 1.1085], [2.2131, 8.8780, 0.4800], [2.5172, 7.4680, 0.1086], [1.7183, 6.3375, 0.6622], [1.8891, 6.2554, 2.0949], [0.9678, 5.4390, 2.7692], [2.3655, 7.3915, -1.3814], [2.9015, 9.4830, -0.1102], [2.3687, 8.9988, 1.5521], [1.2187, 9.1963, 0.1671], [3.5295, 7.2522, 0.4504], [2.1896, 5.4874, 0.1689], [0.6833, 6.5173, 0.3715], [1.2622, 5.5273, 3.8150], [0.8565, 4.4682, 2.2863], [-0.0155, 5.9071, 2.8152], [2.3163, 6.4188, -1.6488], [3.1321, 7.8272, -1.8740], [-5.1688, 1.2469, 1.0981], [-5.6451, 1.6716, 2.4228], [-5.2294, 0.6583, 3.5732], [-5.7755, -0.6210, 3.1860], [-5.9239, -1.5513, 4.3124], [-5.2154, 3.0377, 2.7724], [-5.1995, 2.1495, 0.4877], [-5.7873, 0.5207, 0.5707], [-4.1901, 0.7673, 1.1172], [-6.7343, 1.6492, 2.4606], [-5.8835, 0.9212, 4.4045], [-4.1908, 0.7531, 3.8900], [-6.5077, -2.4619, 4.1784], [-6.5095, -1.0225, 5.0644], [-4.9408, -1.8495, 4.6766], [-4.2328, 3.0109, 2.5404], [-5.5359, 3.6229, 2.0143], [-3.1054, -0.5261, -2.0905], [-2.3989, -0.0309, -3.3357], [-3.3979, 0.4501, -4.1694], [-3.8698, -1.2630, -2.3370], [-3.6343, 0.3096, -1.6323], [-2.4523, -1.0940, -1.4278], [-1.7808, -0.7908, -3.8140], [-1.8680, 0.8796, -3.0578], [-3.5849, 1.3494, -3.8902], [1.6106, -1.8838, 3.0807], [2.5882, -0.8787, 3.6364], [3.6514, -0.7200, 2.7527], [1.0603, -1.6748, 2.1633], [0.8125, -1.8079, 3.8193], [2.1332, -2.8345, 2.9757], [2.9508, -1.2691, 4.5874], [2.0524, 0.0580, 3.7898], [4.2982, -0.1116, 3.1175], [-2.3060, -0.6061, 5.3304], [-1.0955, -0.2362, 6.1288], [-0.9225, 1.2200, 6.1857], [-2.4354, -1.6882, 5.3466], [-2.1278, -0.4350, 4.2688], [-3.1660, -0.0103, 5.6366], [-0.2645, -0.7583, 5.6546], [-1.1860, -0.5347, 7.1732], [-0.8250, 1.5554, 5.2915], [1.0388, 4.7976, -2.7351], [-0.4085, 4.5711, -2.3655], [-1.2961, 5.0988, -3.3219], [1.2129, 5.7388, -3.2564], [1.2723, 3.9474, -3.3761], [1.6462, 4.6802, -1.8376], [-0.6471, 5.0870, -1.4354], [-0.6112, 3.5125, -2.2028], [-1.2974, 6.0032, -2.9999]],
  "e_tot_ha": -2844.15352,
  "homo_lumo_gap_ev": [8.39, 2.54],
  "multiplicity": 2
}

---

Entry 3:
{
  "formula": "C19H35BBr4FN2O4",
  "method": "ωB97M-V with the def2-TZVPD basis set",
  "symbols": ["C", "C", "C", "C", "N", "C", "C", "C", "C", "F", "C", "C", "C", "N", "O", "C", "C", "O", "O", "C", "B", "C", "O", "H", "H", "H", "H", "H", "H", "H", "H", "H", "H", "H", "H", "H", "H", "H", "H", "H", "H", "H", "H", "H", "H", "H", "H", "H", "H", "H", "Br", "C", "C", "Br", "H", "H", "H", "H", "Br", "C", "C", "Br", "H", "H", "H", "H"],
  "xyz": [[-4.4958, -3.2151, 1.2928], [-4.5006, -2.5661, 0.0276], [-3.2616, -1.8704, -0.6821], [-1.8806, -2.0569, 0.0712], [-1.2404, -3.1879, 0.3743], [0.1076, -3.1360, 1.0674], [0.1422, -4.4639, 1.9627], [1.1489, -4.4286, 3.1976], [2.6826, -4.2674, 2.8105], [3.1786, -5.3316, 1.9705], [1.2808, -3.2704, -0.0213], [0.8181, -3.0893, -1.5418], [0.1565, -4.3753, -2.2073], [0.3201, -5.7526, -1.7594], [-0.5893, -4.1709, -3.2035], [-0.0893, -1.7282, 1.8286], [1.1656, -1.0316, 2.5087], [2.0282, -0.3425, 1.5607], [3.0653, 0.2681, 2.2023], [-0.8764, -0.9268, 0.6594], [-1.5259, 0.5191, 1.0135], [-0.6555, 1.8852, 0.9874], [-2.9200, 0.5999, 1.3273], [-4.8297, -4.3064, 1.3458], [-4.1868, -2.6021, 2.2012], [-5.4997, -2.5324, -0.5331], [-3.3954, -0.7648, -0.9166], [-3.1391, -2.3914, -1.7027], [-1.5665, -4.1438, 0.1727], [-0.9142, -4.5740, 2.4140], [0.2760, -5.4031, 1.3126], [1.0547, -5.4524, 3.7166], [0.8678, -3.6671, 4.0095], [3.3785, -4.1904, 3.7126], [2.8345, -3.2918, 2.2208], [2.0704, -2.4607, 0.1787], [1.8313, -4.2657, 0.0637], [1.7756, -2.8796, -2.1463], [0.1376, -2.2007, -1.7336], [0.6257, -5.7633, -0.7733], [-0.6281, -6.1761, -1.7313], [-0.7914, -1.9010, 2.7229], [1.7547, -1.7264, 3.2050], [0.7512, -0.2019, 3.1992], [2.7653, 0.7487, 3.0079], [-0.0621, -0.7388, -0.1219], [-1.3232, 2.6925, 0.5206], [0.2554, 1.7618, 0.3192], [-0.3755, 2.1539, 2.0588], [-3.1457, 1.5216, 1.5782], [1.1490, 4.1310, -1.9948], [0.6391, 5.9433, -1.4852], [0.3777, 6.0419, -0.0037], [-1.3545, 5.2767, 0.4615], [-0.2225, 6.2139, -2.0943], [1.4875, 6.5671, -1.7678], [0.3201, 7.0854, 0.3077], [1.1244, 5.5280, 0.6007], [1.8810, 6.7872, -4.6934], [1.5166, 8.5770, -5.3729], [1.5950, 9.6051, -4.2723], [0.0045, 9.5586, -3.1454], [0.5429, 8.5399, -5.8600], [2.2866, 8.7588, -6.1239], [1.6190, 10.6127, -4.6888], [2.4532, 9.4680, -3.6157]],
  "relative_energy_kcal_mol": 115.1,
  "e_tot_ha": -11575.76580,
  "homo_lumo_gap_ev": 7.88,
  "total_charge": 1
}